(1)
{"formula": "C10H12FO6PS", "method": "ωB97M-V with the def2-TZVPD basis set", "symbols": ["S", "P", "F", "O", "O", "O", "O", "O", "O", "C", "C", "C", "C", "C", "C", "C", "C", "C", "C", "H", "H", "H", "H", "H", "H", "H", "H", "H", "H", "H", "H"], "coordinates": [[1.027, 1.260, 2.869], [1.681, 1.824, -2.292], [-1.371, -1.376, 3.339], [1.697, 0.241, -1.974], [-0.493, 3.187, 0.894], [2.145, 2.085, -3.651], [-2.721, -0.918, 0.251], [2.581, 2.468, -1.133], [-1.401, -0.135, -2.222], [-0.729, -0.255, 1.371], [0.001, 2.374, -1.936], [0.104, -2.818, 0.242], [-0.524, -1.450, 2.254], [-1.184, 0.384, -1.006], [-1.657, -0.337, 0.204], [-0.118, 0.916, 1.569], [-0.681, -2.773, 1.551], [-0.393, 2.017, 0.574], [-0.557, 1.548, -0.822], [-1.719, -3.023, 1.381], [2.528, -0.086, -2.336], [0.051, 3.414, -1.647], [-2.110, -0.787, -2.190], [0.899, -2.083, 0.202], [3.226, 1.802, -0.876], [-0.601, 2.220, -2.817], [-0.566, -2.570, -0.575], [0.483, -3.803, 0.022], [0.220, 1.598, 3.886], [0.487, -1.398, 2.634], [-0.304, -3.525, 2.233]], "forces_ev_per_a": [[0.522, 0.048, 0.120], [-0.200, 0.070, -0.848], [-0.353, 0.006, 0.417], [0.051, 0.328, 0.532], [0.382, -0.942, -0.284], [0.180, 0.284, -0.252], [0.462, -0.108, -0.326], [-0.393, -0.240, 0.066], [-0.141, 0.130, -0.233], [0.111, 0.308, 0.250], [0.091, -0.712, 0.549], [-0.629, 0.224, -0.168], [-0.086, -0.124, -0.370], [0.134, 0.281, 0.081], [-0.498, -0.151, 0.224], [-0.392, 0.210, 0.202], [0.263, -0.485, 0.070], [-0.124, 0.659, 0.265], [0.037, 0.222, -0.002], [-0.313, 0.174, -0.033], [-0.028, -0.412, -0.294], [-0.067, 0.357, -0.041], [-0.154, -0.180, 0.157], [0.426, 0.012, 0.104], [0.356, 0.160, 0.379], [0.010, 0.174, -0.468], [-0.045, 0.063, -0.291], [0.266, -0.248, 0.048], [-0.304, -0.104, -0.236], [0.328, 0.184, 0.175], [0.107, -0.188, 0.206]], "e_tot_ev": -45692.5804, "smiles": "CC[C@H](F)C1=C(S)C(=O)C(CP(=O)(O)O)=C(O)C1=O", "lumo_ev": -1.37, "e_homo_ev": -9.66}

(2)
{"formula": "C10H12N", "method": "ωB97M-V with the def2-TZVPD basis set", "symbols": ["N", "C", "C", "C", "C", "C", "C", "C", "C", "C", "C", "H", "H", "H", "H", "H", "H", "H", "H", "H", "H", "H", "H"], "coordinates": [[-2.177, -0.141, -0.277], [-1.596, -0.663, 0.989], [1.795, 0.567, 0.139], [-2.704, 1.207, -0.349], [2.413, -0.549, -0.408], [-3.611, 0.312, -0.289], [-0.044, -0.809, 0.662], [0.589, 0.408, 0.782], [1.828, -1.817, -0.287], [0.520, -1.920, 0.062], [2.416, 1.829, -0.271], [-2.020, -0.725, -1.098], [0.077, 1.200, 1.357], [3.143, 1.968, 0.571], [-1.804, 0.056, 1.793], [2.309, -2.629, -0.833], [-2.124, -1.579, 1.110], [-2.408, 2.184, -0.267], [3.258, -0.313, -1.072], [3.119, 1.620, -1.202], [1.759, 2.683, -0.430], [-4.652, -0.096, -0.474], [-0.088, -2.792, -0.209]], "forces_ev_per_a": [[-1.236, -0.893, 0.401], [2.282, -0.397, -0.950], [-0.019, -0.612, -1.547], [-1.809, -1.500, -0.201], [-0.354, -0.452, 0.268], [-1.422, 0.269, -0.721], [-3.042, 0.399, 1.084], [-0.104, 0.337, 0.658], [1.666, 0.260, -2.340], [-1.441, -0.250, 0.667], [2.883, 0.339, -0.176], [1.003, 0.590, -0.154], [0.446, -0.154, -0.620], [-0.385, 0.959, -0.737], [0.070, -0.321, -0.344], [-0.064, -0.011, 0.395], [-0.136, -0.942, 0.688], [1.158, 2.010, -0.158], [-0.113, -0.858, 0.634], [-1.700, 0.789, 1.779], [0.184, -0.096, 0.140], [1.716, 0.381, 0.717], [0.418, 0.153, 0.520]], "charge": 1, "e_tot_ev": -12043.7142, "smiles": "Cc1cccc(C[NH+]2C=C2)c1", "lumo_ev": -3.94, "e_above_lowest_ev": 4.335, "e_homo_ev": -12.35}

(3)
{"formula": "C10H12N", "method": "ωB97M-V with the def2-TZVPD basis set", "symbols": ["N", "C", "C", "C", "C", "C", "C", "C", "C", "C", "C", "H", "H", "H", "H", "H", "H", "H", "H", "H", "H", "H", "H"], "coordinates": [[-0.352, -0.636, 0.211], [-0.139, 2.896, 0.475], [-0.302, -1.859, 0.982], [1.099, 2.203, 0.132], [-2.141, 0.268, -1.059], [-1.927, 1.438, -0.395], [0.966, -0.329, -0.408], [1.531, 0.964, -0.232], [-1.440, 2.401, 0.430], [-1.343, -0.827, -0.811], [1.431, -1.318, -1.201], [0.361, -1.587, 1.816], [-1.282, -2.112, 1.335], [2.483, -1.366, -1.652], [0.138, 3.877, 0.739], [2.457, 0.793, -0.705], [-2.305, 2.939, 0.856], [0.941, -2.221, -1.557], [-2.850, 0.439, -1.846], [1.881, 2.836, 0.082], [-1.236, -1.503, -1.589], [-0.470, 0.089, 0.881], [0.243, -2.533, 0.468]], "forces_ev_per_a": [[0.841, -1.201, -1.500], [2.129, -1.972, -0.577], [0.445, 1.796, 3.475], [-2.859, -1.368, -0.037], [0.467, 1.614, 0.383], [0.604, 0.030, 1.156], [-0.777, -1.557, -0.850], [-0.935, -0.948, -0.262], [-1.945, -0.169, -0.977], [-2.211, 3.008, 0.124], [2.495, -0.021, -0.911], [-0.353, -0.444, 0.279], [-0.351, -0.405, -0.017], [-1.589, 0.923, 0.785], [-0.614, 1.180, 0.650], [1.712, 1.069, -0.030], [0.787, 0.142, 0.467], [-0.492, 0.214, 0.750], [-0.118, -0.986, -0.735], [2.452, 2.378, -0.055], [0.613, -1.853, -0.593], [-1.267, 1.272, 0.231], [0.966, -2.702, -1.755]], "charge": 1, "e_tot_ev": -12041.1111, "s2": 2.1523, "lumo_ev": [-3.98, -5.18], "e_above_lowest_ev": 2.610, "e_homo_ev": [-11.70, -13.05], "multiplicity": 3}

(4)
{"formula": "C10H12N2O", "method": "ωB97M-V with the def2-TZVPD basis set", "symbols": ["O", "N", "N", "C", "C", "C", "C", "C", "C", "C", "C", "C", "C", "H", "H", "H", "H", "H", "H", "H", "H", "H", "H", "H", "H"], "coordinates": [[-1.257, 2.515, -0.461], [-0.261, 0.359, -0.697], [-2.239, 0.462, -0.020], [-1.258, 1.289, -0.391], [3.766, 0.240, 0.204], [-1.541, -0.789, -0.255], [1.115, 0.331, -0.498], [-3.691, 0.562, -0.158], [-1.204, -1.775, 0.771], [3.132, -0.891, -0.466], [3.003, 1.322, 0.590], [1.679, 1.407, 0.271], [1.795, -0.843, -0.789], [1.009, 2.166, 0.674], [-0.142, -1.706, 0.815], [3.378, 2.147, 1.246], [3.598, -1.801, -0.822], [-4.224, -0.281, -0.452], [-4.048, 0.859, 0.825], [-1.825, -1.160, -1.200], [-3.677, 1.390, -0.780], [-1.757, -1.584, 1.725], [-1.424, -2.717, 0.575], [4.775, 0.143, 0.607], [1.299, -1.646, -1.311]], "forces_ev_per_a": [[-0.049, -1.310, 0.027], [-3.109, -2.116, 0.212], [-0.800, -3.691, 1.095], [1.527, 3.000, -0.608], [-0.224, -2.603, -0.395], [2.167, 3.074, -1.518], [-1.179, 1.221, 2.071], [2.209, 1.876, 2.519], [-0.146, 3.719, 2.359], [0.846, 1.541, 0.541], [0.464, 1.265, 0.949], [-1.247, -1.589, -1.127], [0.308, 1.186, -0.146], [0.317, -0.053, -0.412], [0.994, -0.088, 1.002], [0.131, -0.977, -0.726], [0.810, 0.209, 0.518], [-0.330, -1.568, -1.009], [-0.501, 0.097, -0.037], [-0.288, -0.809, -1.086], [-1.558, 1.638, -1.580], [0.992, 0.322, -0.483], [-1.122, -4.254, -1.601], [-0.153, 0.022, -0.515], [-0.059, -0.108, -0.049]], "e_tot_ev": -15590.1614, "smiles": "C[C@H]1N(C)C(=O)N1c1ccccc1", "lumo_ev": 0.72, "e_above_lowest_ev": 2.949, "e_homo_ev": -8.05}

(5)
{"formula": "C10H12N2O5SZn", "method": "ωB97M-V with the def2-TZVPD basis set", "symbols": ["Zn", "S", "O", "O", "O", "O", "O", "N", "N", "C", "C", "C", "C", "C", "C", "C", "C", "C", "C", "H", "H", "H", "H", "H", "H", "H", "H", "H", "H", "H", "H"], "coordinates": [[0.093, -0.023, 0.166], [-0.880, 0.228, 2.475], [-2.635, -2.046, 0.019], [2.099, -2.701, 0.039], [2.678, 2.117, 0.035], [-0.020, 0.005, -3.476], [-2.057, 2.606, 0.023], [-0.008, -1.245, 4.485], [0.630, 1.001, 4.577], [1.419, -1.783, 0.025], [1.801, 1.384, 0.014], [0.143, 1.499, 5.905], [-1.323, 1.750, -0.153], [1.304, 2.019, 6.726], [-1.710, -1.391, -0.128], [0.025, -0.003, -2.338], [-0.002, -0.032, 3.938], [-0.766, -2.074, 6.708], [0.409, -1.621, 5.863], [2.087, 1.260, 6.837], [0.936, 2.308, 7.717], [1.755, 2.897, 6.252], [1.128, -2.447, 5.777], [0.754, 1.786, 3.939], [0.947, -0.779, 6.304], [-1.513, -1.280, 6.833], [-0.403, -2.378, 7.696], [-0.582, 2.312, 5.748], [-0.386, 0.691, 6.419], [-1.265, -2.938, 6.254], [-0.484, -1.952, 3.931]], "forces_ev_per_a": [[-0.473, 0.098, 0.714], [0.225, 0.020, -1.399], [2.770, 1.958, -0.524], [-2.251, 3.004, -0.065], [-2.876, -2.368, -0.087], [0.070, -0.007, 2.971], [2.151, -2.489, -0.652], [-0.368, 0.765, -0.160], [-1.101, 0.055, -0.746], [2.448, -3.223, 0.130], [3.116, 2.526, 0.143], [0.122, 0.075, 0.318], [-2.388, 2.787, 0.677], [0.082, -0.005, 0.179], [-3.035, -2.171, 0.527], [0.074, -0.032, -3.088], [1.205, -0.609, 1.431], [-0.285, 0.064, 0.020], [0.543, -0.252, -0.218], [-0.154, 0.113, 0.065], [0.184, -0.003, -0.186], [-0.070, -0.113, 0.108], [-0.124, 0.213, -0.142], [-0.117, -0.252, 0.241], [-0.089, -0.232, -0.178], [0.156, -0.153, 0.021], [-0.088, 0.077, -0.199], [0.125, -0.344, -0.176], [0.103, 0.218, -0.177], [0.091, 0.136, 0.105], [-0.045, 0.146, 0.348]], "charge": 2, "e_tot_ev": -83018.5848, "lumo_ev": -7.81, "e_above_lowest_ev": 0.000, "e_homo_ev": -15.90}

(6)
{"formula": "C10H12N3O", "method": "ωB97M-V with the def2-TZVPD basis set", "symbols": ["O", "N", "N", "N", "C", "C", "C", "C", "C", "C", "C", "C", "C", "C", "H", "H", "H", "H", "H", "H", "H", "H", "H", "H", "H", "H"], "coordinates": [[-1.534, 1.706, 1.269], [0.157, 0.815, -1.737], [0.339, 2.675, 1.352], [-0.449, 3.331, 2.234], [-0.317, 1.505, -2.976], [0.604, -2.951, 1.677], [1.320, -0.955, 0.474], [1.327, -1.748, 1.601], [-0.179, -3.308, 0.566], [-0.167, -2.507, -0.513], [0.152, -0.460, -1.761], [0.526, -1.331, -0.635], [-0.337, 1.713, 0.692], [-1.574, 2.717, 2.189], [-0.895, -2.807, -1.333], [-0.757, -4.177, 0.494], [-0.200, -0.979, -2.646], [1.283, 2.820, 1.447], [1.885, -0.097, 0.392], [-2.499, 2.901, 2.501], [0.799, -3.431, 2.669], [0.239, 2.415, -3.242], [-0.156, 1.316, -0.465], [-0.223, 0.773, -3.797], [2.028, -1.655, 2.368], [-1.371, 1.720, -2.824]], "forces_ev_per_a": [[0.162, -0.032, -0.933], [-0.190, 0.327, -0.997], [-3.320, -1.483, -0.642], [-0.640, 0.123, 1.262], [0.252, -1.054, 0.084], [0.397, 0.793, 0.346], [-1.517, -1.257, -0.810], [-0.424, -1.389, -1.125], [1.298, -0.210, 2.425], [-2.184, -0.243, -3.094], [0.572, -0.220, 0.254], [-0.011, 1.158, 1.112], [-0.134, 1.423, 1.449], [4.001, -0.868, -2.506], [1.168, 0.449, 0.822], [-0.685, -1.218, 0.357], [0.042, -0.136, -0.287], [2.658, 0.545, -0.443], [1.345, 1.733, -0.002], [-3.366, 1.057, 2.070], [-0.877, -0.377, -1.363], [-0.099, -0.402, 0.480], [0.879, -0.533, 0.420], [-0.136, 0.542, 0.098], [0.907, 0.966, 1.175], [-0.097, 0.305, -0.153]], "charge": 1, "e_tot_ev": -17072.8690, "lumo_ev": -3.66, "e_above_lowest_ev": 3.559, "e_homo_ev": -12.72}